The following is a quantum chemistry calculation of C3H2N2OS in the gas phase, from the OMol25 dataset.

CARTESIAN COORDINATES (ANGSTROEM)
1 C -1.070 0.205 -0.536
2 C -0.107 -0.877 -0.599
3 C 1.221 0.265 0.872
4 H -0.407 -1.693 -1.270
5 H 2.061 0.244 1.586
6 N 1.022 -0.836 0.022
7 N 0.433 1.263 1.077
8 O -0.745 1.173 0.290
9 S -2.409 0.257 -1.443

For the HOMO energy, the calculation gives -9.4 eV. As for the orbital gap: 8.00 eV. Its energy is -698.3614 hartree. As for the energy above the lowest of the compared OMol25 structures with the same formula, charge and spin: 2.171 eV. As for the SMILES: S=c1cncno1. The molar mass is 114.1 g/mol.

---

The following is a quantum chemistry calculation of a molecular structure, ArH26O13, from the OMol25 dataset.

CARTESIAN COORDINATES (ANGSTROEM)
1 Ar 0.286 -0.166 0.485
2 O -1.740 1.166 2.629
3 H -2.420 1.570 2.090
4 H -0.987 1.751 2.544
5 O -3.052 0.481 -0.432
6 H -3.987 0.551 -0.624
7 H -2.963 -0.353 0.029
8 O 2.630 3.462 -0.979
9 H 1.787 3.009 -0.989
10 H 2.565 4.108 -1.682
11 O -0.771 -3.670 -0.591
12 H -0.162 -3.214 -1.171
13 H -1.556 -3.801 -1.123
14 O 0.380 2.746 2.263
15 H 1.105 2.129 2.362
16 H 0.232 2.793 1.318
17 O -1.050 -0.614 4.714
18 H -1.727 -1.290 4.733
19 H -1.281 -0.064 3.965
20 O 3.416 0.220 0.215
21 H 3.187 -0.699 0.355
22 H 3.212 0.647 1.047
23 O 2.971 -2.452 0.676
24 H 2.187 -2.822 1.081
25 H 3.351 -3.178 0.181
26 O -3.099 -1.935 0.836
27 H -2.287 -2.439 0.789
28 H -3.638 -2.282 0.124
29 O 2.009 0.854 -2.575
30 H 2.603 0.689 -1.843
31 H 2.582 1.120 -3.294
32 O -1.816 -0.764 -2.656
33 H -1.496 0.034 -3.076
34 H -2.251 -0.459 -1.860
35 O 0.728 -2.403 -2.577
36 H 1.521 -2.417 -3.113
37 H 0.670 -1.503 -2.256
38 O -0.099 2.903 -0.315
39 H -0.603 3.694 -0.125
40 H -0.438 2.598 -1.156

For the HOMO energy, the calculation gives -10.4 eV. As for the orbital gap: 10.34 eV. Its energy is -1521.2305 hartree. As for the energy above the lowest of the compared OMol25 structures with the same formula, charge and spin: 0.732 eV. The molar mass is 274.1 g/mol.

---

The following is a quantum chemistry calculation of a molecular structure, C45H36BrFeN3O4STe2, from the OMol25 dataset.

CARTESIAN COORDINATES (ANGSTROEM)
1 Fe -0.311 0.927 0.777
2 O -0.705 1.475 2.553
3 N -1.817 1.086 2.950
4 N -2.279 0.117 2.245
5 O -1.562 -0.450 1.285
6 C -3.523 -0.457 2.589
7 C -4.277 0.016 3.660
8 C -5.457 -0.623 4.003
9 C -5.904 -1.728 3.291
10 C -5.164 -2.166 2.204
11 C -3.982 -1.532 1.846
12 H -3.920 0.877 4.208
13 H -6.036 -0.253 4.842
14 H -6.814 -2.240 3.582
15 H -5.506 -3.017 1.626
16 H -3.402 -1.855 0.993
17 C 3.915 -2.237 -3.899
18 C 2.794 -1.591 -3.111
19 C 1.602 -1.215 -3.717
20 C 0.597 -0.563 -3.029
21 C -0.580 -0.193 -3.865
22 O -0.935 -0.948 -4.754
23 C -1.267 1.125 -3.724
24 C -2.503 1.282 -4.350
25 C -3.146 2.507 -4.350
26 C -2.557 3.592 -3.712
27 C -1.327 3.443 -3.088
28 C -0.678 2.216 -3.099
29 C 0.707 -0.325 -1.614
30 O -0.226 0.249 -0.995
31 C 1.901 -0.817 -0.963
32 C 2.917 -1.364 -1.755
33 C 2.089 -0.804 0.492
34 N 1.256 -0.286 1.330
35 C 1.519 -0.443 2.785
36 C 1.527 -1.846 3.419
37 Te -0.254 -3.038 3.437
38 C 0.130 -3.891 1.537
39 C 0.777 -5.125 1.451
40 C 1.095 -5.663 0.208
41 C 0.770 -4.968 -0.954
42 C 0.112 -3.747 -0.872
43 C -0.216 -3.210 0.370
44 C 3.343 -1.481 0.989
45 C 3.486 -2.865 0.893
46 C 4.600 -3.501 1.422
47 C 5.597 -2.757 2.041
48 C 5.478 -1.374 2.104
49 C 4.359 -0.739 1.577
50 H 3.699 -2.210 -4.969
51 H 4.055 -3.285 -3.613
52 H 4.867 -1.724 -3.732
53 H 1.446 -1.396 -4.777
54 H -2.943 0.419 -4.836
55 H -4.115 2.614 -4.824
56 H -3.062 4.551 -3.692
57 H -0.873 4.283 -2.580
58 H 0.286 2.112 -2.611
59 H 3.852 -1.638 -1.284
60 H 0.792 0.178 3.295
61 H 2.495 -0.024 3.023
62 H 1.775 -1.730 4.476
63 H 2.287 -2.478 2.967
64 H 1.039 -5.655 2.358
65 H 1.604 -6.619 0.150
66 H 1.036 -5.377 -1.922
67 H -0.138 -3.199 -1.774
68 H -0.725 -2.251 0.434
69 H 2.699 -3.442 0.414
70 H 4.686 -4.580 1.360
71 H 6.466 -3.251 2.461
72 H 6.263 -0.784 2.563
73 H 4.272 0.344 1.596
74 Te 1.670 2.454 0.649
75 C 1.732 4.560 0.287
76 C 1.763 5.587 1.193
77 C 2.004 6.874 0.622
78 C 2.164 6.826 -0.730
79 S 2.015 5.206 -1.289
80 H 1.612 5.419 2.254
81 H 2.060 7.793 1.197
82 H 2.353 7.637 -1.421
83 Br -5.631 4.640 -0.925
84 C -4.084 3.598 -0.447
85 C -3.077 4.182 0.300
86 C -1.956 3.415 0.622
87 C -1.796 2.072 0.222
88 C -2.863 1.545 -0.534
89 C -4.001 2.284 -0.868
90 H -3.163 5.214 0.625
91 H -1.181 3.877 1.230
92 H -2.804 0.513 -0.874
93 H -4.801 1.845 -1.457

For the HOMO energy, the calculation gives -1.1 eV. As for the orbital gap: 4.67 eV. Its energy is -6973.5239 hartree. As for the net charge: -2. As for the energy above the lowest of the compared OMol25 structures with the same formula, charge and spin: 0.623 eV. The molar mass is 1105.8 g/mol.

---

The following is a quantum chemistry calculation of C4H5NO3 in the gas phase, from the OMol25 dataset.

CARTESIAN COORDINATES (ANGSTROEM)
1 C -1.346 -0.556 -0.091
2 C -0.480 0.216 -0.726
3 C 0.652 0.226 0.109
4 C 0.423 -0.590 1.164
5 N -0.640 0.940 -1.890
6 O -0.805 -1.098 1.063
7 O 1.852 0.904 -0.209
8 O 1.131 -1.043 2.262
9 H -2.255 -0.820 -0.443
10 H -1.370 0.596 -2.372
11 H 0.075 1.491 -2.323
12 H 2.224 1.368 0.669
13 H 0.541 -1.634 2.787

For the HOMO energy, the calculation gives -7.7 eV. As for the orbital gap: 8.35 eV. Its energy is -435.8324 hartree. As for the energy above the lowest of the compared OMol25 structures with the same formula, charge and spin: 2.398 eV. As for the SMILES: Nc1coc(O)c1O. The molar mass is 115.1 g/mol.

---

The following is a quantum chemistry calculation of a molecular structure, C45H45Cl2IrN5O3Se2, from the OMol25 dataset.

CARTESIAN COORDINATES (ANGSTROEM)
1 Ir 0.169 -0.818 -1.759
2 C -0.842 -0.173 -3.708
3 C 0.302 0.659 -3.604
4 C -0.102 1.915 -3.015
5 C -1.504 1.933 -2.933
6 C -1.989 0.702 -3.338
7 C -3.414 0.307 -3.468
8 C -2.269 3.129 -2.474
9 C 0.792 3.047 -2.658
10 C 1.462 0.555 -4.539
11 C -0.986 -1.201 -4.797
12 H -3.572 -0.755 -3.282
13 H -3.779 0.500 -4.482
14 H -4.048 0.865 -2.780
15 H -1.952 3.446 -1.479
16 H -3.340 2.946 -2.444
17 H -2.097 3.968 -3.151
18 H 0.705 3.272 -1.589
19 H 0.499 3.952 -3.195
20 H 1.836 2.839 -2.885
21 H 2.368 1.037 -4.172
22 H 1.173 1.077 -5.458
23 H 1.679 -0.477 -4.808
24 H -1.083 -0.690 -5.758
25 H -1.878 -1.813 -4.681
26 H -0.127 -1.869 -4.853
27 Se 2.255 -3.915 -1.640
28 Se 2.742 -2.909 -3.665
29 C 3.188 -1.250 -2.820
30 C 4.482 -0.771 -2.947
31 C 4.856 0.381 -2.278
32 C 3.923 1.006 -1.470
33 C 2.649 0.480 -1.401
34 N 2.266 -0.617 -2.082
35 C 0.354 -3.879 -1.837
36 C -0.260 -5.120 -1.753
37 C -1.621 -5.247 -1.948
38 C -2.339 -4.107 -2.250
39 C -1.679 -2.899 -2.302
40 N -0.357 -2.760 -2.090
41 H 5.185 -1.324 -3.555
42 H 5.862 0.770 -2.370
43 H 4.163 1.895 -0.903
44 H 1.887 0.962 -0.800
45 H 0.362 -5.984 -1.563
46 H -2.101 -6.214 -1.889
47 H -3.404 -4.128 -2.433
48 H -2.228 -1.989 -2.470
49 Cl 1.568 3.917 1.218
50 C 1.194 3.917 2.913
51 C 1.986 4.649 3.782
52 C 1.708 4.622 5.140
53 C 0.648 3.871 5.624
54 C -0.140 3.163 4.735
55 Cl -1.458 2.208 5.342
56 C 0.105 3.169 3.360
57 N -0.674 2.412 2.462
58 C -1.732 3.028 1.756
59 C -1.918 4.407 1.772
60 C -3.017 4.974 1.142
61 C -3.956 4.176 0.512
62 C -3.754 2.806 0.473
63 C -2.635 2.222 1.051
64 C -2.419 0.737 0.893
65 C -1.420 0.375 -0.176
66 O -1.664 -0.657 -0.914
67 O -0.336 0.978 -0.364
68 H 2.811 5.228 3.393
69 H 2.321 5.191 5.824
70 H 0.421 3.842 6.681
71 H -0.962 1.538 2.883
72 H -1.226 5.039 2.309
73 H -3.152 6.047 1.177
74 H -4.832 4.615 0.054
75 H -4.475 2.169 -0.027
76 H -3.355 0.235 0.648
77 H -2.051 0.267 1.813
78 C 1.495 -2.422 4.655
79 N 1.359 -1.662 3.423
80 N 0.990 -2.226 2.227
81 C 0.987 -1.261 1.263
82 O 0.733 -1.620 0.068
83 C 1.371 -0.060 1.887
84 C 1.610 -0.363 3.215
85 C 2.114 0.503 4.314
86 C 0.556 -3.579 2.081
87 C 1.494 -4.572 1.835
88 C 1.072 -5.887 1.700
89 C -0.280 -6.191 1.803
90 C -1.211 -5.189 2.035
91 C -0.795 -3.873 2.178
92 H 1.313 -3.471 4.445
93 H 0.770 -2.078 5.391
94 H 2.503 -2.310 5.050
95 H 1.436 0.920 1.442
96 H 2.232 1.523 3.958
97 H 3.084 0.150 4.667
98 H 1.425 0.507 5.161
99 H 2.545 -4.312 1.772
100 H 1.796 -6.672 1.529
101 H -0.609 -7.219 1.715
102 H -2.261 -5.434 2.124
103 H -1.507 -3.078 2.365

For the HOMO energy (alpha / beta), the calculation gives -12.3 / -12.3 eV. As for the orbital gap (alpha / beta): 6.80 / 6.06 eV. Its energy is -8068.4228 hartree. As for the expectation value of S²: 0.77. As for the net charge: +2. As for the energy above the lowest of the compared OMol25 structures with the same formula, charge and spin: 0.337 eV. As for the spin multiplicity: 2. The molar mass is 1124.9 g/mol.